(1)
63
Properties=species:S:1:pos:R:3:forces:R:3 method="wB97M-V/def2-TZVPD" charge=+1 gap_ha=0.2773 max_force_ev_per_a=5.2 lumo_energy_ev=-3.09
Y -0.0868 -0.5591 -0.1531 0.5200 0.4632 3.6408
P -2.6476 0.1889 -0.9041 -0.5392 1.0231 -0.4275
P -0.3964 -3.1636 -1.0753 0.3392 -0.8781 -1.3050
Si 0.1691 1.1746 2.8923 0.0675 0.3494 0.6726
O -0.2530 0.8734 1.3437 -0.0712 -0.5664 -0.5791
O 2.6965 0.8640 -0.1675 0.4045 0.2377 -0.2641
N 0.3872 0.0348 -2.0036 0.0767 0.6652 -3.9579
C 3.5988 -2.0020 -3.7853 -0.0148 -0.0521 -0.0091
C 3.1460 1.4397 -1.1323 0.7864 0.5613 0.0554
C 1.2326 3.5648 -2.5860 -0.1774 -0.0818 -0.2589
C 1.7666 2.1672 2.9474 0.0215 -0.0560 -0.0052
C -1.9128 -4.1498 -1.2396 -0.2442 -0.0946 0.3164
C 0.8829 -4.4251 -0.7731 0.0456 -0.1837 0.4650
C 2.7031 1.4786 -2.4953 -3.5246 -1.8330 -3.3690
C -0.0333 4.1519 -2.5441 0.0368 -0.0087 0.0457
C 1.3429 2.1770 -2.5379 0.0161 0.4115 0.1374
C -1.1793 3.3527 -2.4932 0.1083 0.0734 -0.1056
C 1.4117 -0.6469 -2.7193 -0.4194 -0.6455 0.3521
C -2.3262 1.0833 -2.4916 0.1929 -0.1769 0.0300
C -0.0405 -2.7538 -2.8654 -0.1197 0.0613 0.1787
C 0.3797 -0.4751 3.8057 -0.0069 0.0514 -0.0530
C -4.1725 -0.7274 -1.2669 -0.1729 -0.5359 -0.0625
C 2.5947 0.0307 -2.9786 0.2884 0.0488 -0.0339
C 0.2084 1.3945 -2.3715 -0.4154 -0.0318 0.2271
C 2.3867 -2.6731 -3.5901 0.2001 0.0253 -0.0576
C -3.2565 1.5789 0.1122 0.1309 0.1882 0.5083
C -1.0885 1.9628 -2.4576 0.5188 -0.2463 0.2715
C 1.2713 -2.0193 -3.0702 0.0504 0.6093 0.3137
C 3.7025 -0.6443 -3.4821 -0.2390 -0.0708 -0.1827
C -1.1607 2.1611 3.7859 -0.0411 -0.0132 0.0650
H 2.2939 -3.7317 -3.8444 0.1270 0.3049 -0.0016
H -2.1566 2.0200 3.3433 0.1835 0.0137 0.1500
H -0.8897 -2.1564 -3.2372 0.2693 -0.1425 0.0692
H -2.7159 -3.5526 -1.6922 0.2298 -0.2065 0.1191
H -4.1597 1.2472 0.6421 0.2823 0.2337 -0.0272
H 2.1424 4.1687 -2.6449 -0.3710 -0.0771 -0.0518
H -0.9216 3.2340 3.7628 -0.1426 -0.2528 -0.0023
H 0.6097 -5.3700 -1.2654 0.1456 0.2794 0.1226
H -4.9363 -0.4108 -0.5467 0.0817 -0.2330 -0.2864
H -0.1259 5.2365 -2.5627 -0.0072 -0.2679 0.0187
H -0.4943 -1.1333 3.6734 0.1575 0.1891 0.0711
H -0.0387 -3.7198 -3.3926 0.0468 0.2994 0.0093
H -2.2246 -4.4631 -0.2342 -0.0732 -0.0269 -0.3046
H -2.4799 1.8506 0.8414 -0.3116 0.0082 -0.2056
H -1.2091 1.8498 4.8418 -0.0422 0.1570 -0.2920
H 3.3701 2.0092 -3.1853 0.1729 0.0089 0.5763
H 1.8647 -4.0873 -1.1336 -0.3003 -0.0306 0.1146
H 4.4638 -2.5389 -4.1755 -0.2727 0.1304 0.1026
H -3.4911 2.4550 -0.5098 -0.0049 -0.3141 0.1881
H 4.6365 -0.0938 -3.6171 -0.2136 -0.2804 -0.0696
H -2.1716 3.8077 -2.4788 0.3034 -0.0108 -0.1170
H -1.7148 -5.0406 -1.8526 -0.1088 0.2786 0.1406
H -3.2266 1.6835 -2.6842 0.2676 -0.1167 -0.1128
H 1.2664 -1.0175 3.4494 -0.0718 0.0405 0.1152
H 1.5513 3.2420 3.0359 0.0678 -0.2726 -0.0324
H 2.3763 1.8727 3.8129 -0.0705 0.1206 -0.1857
H -2.2337 0.3137 -3.2746 0.0211 0.2640 0.1116
H 3.9657 2.0864 -1.4233 2.0451 0.6920 3.4211
H 0.5031 -0.3027 4.8893 0.0028 -0.1091 -0.4081
H -4.5172 -0.5320 -2.2915 0.0261 -0.0703 0.3156
H 2.3572 2.0124 2.0341 -0.0820 -0.0097 0.2683
H -3.9820 -1.8021 -1.1426 -0.3092 0.2798 -0.1017
H 0.9395 -4.5829 0.3134 0.1330 -0.1734 -0.3240


(2)
73
Properties=species:S:1:pos:R:3:forces:R:3 method="wB97M-V/def2-TZVPD" spin_multiplicity=4 gap_ha="0.2697 / 0.3114" max_force_ev_per_a=1.3 lumo_energy_ev="0.47 / 0.47"
V -0.9309 -0.9261 -0.9458 0.4499 -0.2604 -0.2177
S -0.9774 1.4561 -1.3764 -0.2585 0.6367 -0.1077
S -1.1988 -1.1234 1.4120 0.0272 -0.2965 0.6424
S 1.4316 -1.2573 -1.1550 0.7318 -0.4183 -0.4753
F -2.9890 -4.1450 -0.0863 0.1114 0.0653 -0.0319
F -3.1222 -4.1840 -2.2368 0.0612 0.0775 0.0189
F -1.4249 -3.2127 -1.2902 -0.1786 0.0572 0.1065
O -2.8464 -1.0420 -1.2536 -1.2916 0.0736 -0.2311
O -4.7969 -2.1661 -1.0958 0.1082 0.0756 -0.0123
N 1.9039 1.2590 -0.2831 0.2296 -0.1394 -0.2158
N 2.6556 0.9625 -2.3229 -0.1865 -0.1250 0.3110
N 1.3551 -0.2127 1.7660 -0.1388 -0.1639 0.0803
N 1.0756 -2.2271 2.5832 -0.1141 0.2459 -0.2339
N -2.1262 2.6725 0.8469 0.1375 -0.4009 -0.0519
N -0.1359 1.8152 1.1878 -0.2675 0.0153 -0.0811
C -3.5944 -2.0650 -1.1701 0.0593 -0.4876 -0.0463
C -3.0587 4.2006 -0.8477 0.0728 -0.0726 0.0974
C 2.2160 1.3369 -4.6902 -0.0238 0.0115 0.0683
C 3.0597 0.5317 -3.6979 0.0977 -0.0045 -0.2680
C 2.5567 -0.6314 2.2821 0.1301 0.0555 0.0702
C 1.6420 -4.3327 3.6998 -0.0104 0.0087 0.0336
C 2.3921 -1.8626 2.7909 0.2296 0.0114 -0.0114
C -1.7935 2.8765 2.1729 0.0384 0.1098 0.2165
C -0.5753 2.3509 2.3746 0.0700 0.0451 0.0825
C -1.1089 1.9718 0.2596 0.2448 0.5289 0.1414
C 2.0205 0.3484 -1.2775 0.1872 0.4306 0.0037
C -4.2378 2.0345 -0.3080 0.0636 -0.1308 0.0471
C 4.5473 0.8666 -3.8550 -0.0304 0.0392 0.0484
C 0.0696 -4.3476 1.7910 0.0496 0.1500 0.0235
C 2.4320 2.4524 -0.7145 -0.0346 0.0795 0.0678
C 0.5281 -3.5495 3.0106 -0.1284 -0.1517 0.0886
C -3.3969 3.1805 0.2424 -0.1281 0.1468 -0.1472
C -0.6135 -3.3333 4.0070 0.0640 0.0437 -0.0977
C 2.8879 -0.9513 -4.0010 -0.0866 -0.0007 0.2449
C -2.7981 -3.4238 -1.1909 -0.1953 -0.0287 -0.0090
C -4.2030 3.8769 1.3364 0.0275 0.0176 0.0002
C 2.8872 2.2807 -1.9621 0.0532 0.1827 -0.0294
C 0.4492 -1.2027 1.9255 0.1919 0.0264 0.3081
B 1.2831 1.2026 1.1347 -0.2399 -0.2466 -0.1745
H -3.6694 4.7339 1.7518 -0.0631 -0.0062 0.0132
H -5.1300 4.2393 0.8962 0.0027 0.0054 -0.0346
H -1.4315 -2.7849 3.5489 -0.0450 0.0423 -0.0187
H -3.9815 4.5943 -1.2750 -0.0102 -0.0068 0.0192
H 1.9725 1.9054 1.8240 0.0752 0.0623 0.0645
H 3.3514 2.9917 -2.6191 -0.0149 -0.0553 0.0086
H -4.4139 1.2794 0.4591 0.0053 -0.0119 0.0014
H 3.4397 -1.5707 -3.2985 -0.0076 -0.0645 0.0395
H -5.2039 2.4150 -0.6431 0.0286 0.0692 0.0437
H -2.4798 3.7383 -1.6423 0.0346 -0.0222 -0.0565
H 2.0069 -3.8195 4.5911 0.0185 -0.0516 -0.0047
H -3.7557 1.5545 -1.1473 0.1357 -0.1840 -0.1479
H -4.4632 3.1803 2.1346 -0.0397 0.0550 0.0160
H 2.4232 3.3281 -0.0898 0.0257 -0.0201 -0.0067
H 4.8854 0.5653 -4.8460 -0.0221 0.0000 -0.0076
H 1.1554 1.1423 -4.5253 0.0026 0.0107 -0.0047
H 3.4337 -0.0092 2.2448 -0.0345 0.0047 0.0221
H -0.2182 -5.3558 2.0916 0.0504 0.0169 0.0522
H -2.4865 5.0313 -0.4284 -0.0139 -0.0088 -0.0137
H 3.1077 -2.4959 3.2782 -0.0558 0.0607 -0.0423
H 2.4683 1.0465 -5.7102 0.0227 -0.0068 0.0058
H 1.2363 -5.2944 4.0087 -0.0192 -0.0047 0.0028
H 0.0275 2.3187 3.2651 -0.0099 0.0009 -0.0210
H 2.4718 -4.5215 3.0171 0.0058 -0.0556 0.0580
H 0.8710 -4.4119 1.0521 -0.0173 -0.0161 0.0179
H 3.2774 -1.1325 -5.0045 0.0183 0.0760 0.0362
H -0.2581 -2.7794 4.8783 -0.0060 -0.0144 -0.0076
H -2.4289 3.3901 2.8675 0.0245 -0.0576 -0.0531
H 4.7408 1.9329 -3.7434 0.0644 -0.0468 -0.0356
H 2.3893 2.4084 -4.5873 -0.0346 -0.0077 -0.0282
H -0.7894 -3.8744 1.3404 -0.1978 0.0945 -0.2141
H 1.8468 -1.2514 -3.9803 -0.0959 -0.0638 0.0443
H -0.9930 -4.3003 4.3391 0.0311 -0.0106 0.0009
H 5.1334 0.3263 -3.1104 0.0178 0.0102 -0.0081


(3)
68
Properties=species:S:1:pos:R:3:forces:R:3 method="wB97M-V/def2-TZVPD" charge=+3 spin_multiplicity=5 gap_ha="0.3016 / 0.1686" max_force_ev_per_a=2.2 lumo_energy_ev="-8.45 / -12.31"
Pt -1.0741 -0.1601 0.5479 -0.6018 -0.9380 0.8067
O -0.1474 -1.1251 -1.4041 -0.0677 0.3755 -1.0704
N -3.3995 -2.4769 0.8115 -0.5296 0.1950 -0.3716
N -2.2393 -1.9986 1.2728 1.1179 0.8546 -0.0370
N 1.2061 0.6949 -3.9774 -0.4196 -0.6814 1.3052
N 0.6298 -0.6668 1.7115 -0.3451 -0.4266 -1.4029
N -3.9698 -0.5045 -0.6874 -0.1902 -0.3271 -0.0865
N 0.8024 0.5858 -2.6821 0.2375 0.1448 -0.3271
N 2.1116 -0.7376 3.5045 -1.0345 0.0335 -0.5903
N -2.9346 0.3012 -0.3877 1.0544 0.5925 0.1597
C -0.4379 3.8292 -0.3328 -0.0866 -0.0520 -0.0970
C 0.4122 1.6929 -1.8951 -0.3845 1.0321 0.5346
C -1.7131 -2.9102 2.0799 -0.5053 -0.1891 -0.1060
C 1.2615 -0.6260 -6.0672 0.2047 0.0459 -0.3566
C 2.4980 -0.2950 4.8277 0.4800 0.6914 0.7403
C 2.0835 1.7308 -4.4409 0.5857 0.9807 -0.2978
C 0.9498 -0.4613 -4.6399 -0.6570 -0.6787 -0.0150
C 0.2571 -0.7004 -2.4963 0.0493 -0.1431 1.1131
C 0.0266 0.5546 3.6725 -0.2136 0.1058 0.0060
C 0.9784 -0.3229 2.9256 0.6272 0.0266 0.6507
C -4.2236 1.3424 -1.8920 0.0738 -0.2377 0.1545
C -0.2370 2.7746 -2.4865 0.1541 -0.3016 0.0373
C -2.5625 -4.0255 2.1607 -0.5254 0.0707 -0.3603
C 0.3463 -1.3393 -3.7650 0.2881 -0.1147 -0.5934
C 3.4111 0.9367 4.7981 -0.2310 -0.3455 0.1548
C -3.0771 1.4190 -1.0984 -0.5620 -0.2204 -0.1733
C -3.6194 -3.7080 1.3457 0.4733 -0.9229 0.7991
C 3.9264 -0.8851 1.7790 -0.0693 -0.1637 0.2381
C 0.1747 2.7363 0.2656 0.1641 -0.1690 -0.2156
C 3.0459 -1.6038 2.8043 0.3769 -0.1013 -0.5793
C -0.6317 3.8523 -1.7077 0.0971 -0.0189 0.1134
C 0.6177 1.6557 -0.5074 0.5511 0.3774 -0.3876
C -4.7597 0.1132 -1.5973 0.1242 0.5667 -0.2422
B -4.3758 -1.8129 -0.0856 2.0470 0.6381 0.2294
H 2.1205 2.5537 -3.7303 -0.0556 -0.1314 -0.0004
H -4.7707 -2.5710 -0.9262 -0.5106 -0.4557 -0.3167
H -2.4101 -4.9185 2.7320 -0.0371 -0.1704 0.0947
H 2.4905 -2.4059 2.3074 0.0481 -0.1006 0.1726
H 1.6122 -0.0731 5.4191 0.0203 -0.1467 -0.0015
H -4.5943 2.0762 -2.5737 -0.1868 0.1960 -0.1452
H 0.3777 2.7573 1.3257 0.0381 -0.0738 0.0990
H 1.7371 2.1077 -5.4032 -0.0922 -0.0410 0.0157
H 0.4898 1.4676 4.0382 0.0694 0.0635 -0.0232
H 2.3324 -0.5571 -6.2573 0.0939 -0.0517 0.0019
H 0.0363 -2.3437 -3.9691 -0.0355 -0.2662 -0.0758
H 2.9675 1.7468 4.2272 -0.0563 0.1441 -0.1031
H -1.0979 4.7042 -2.1773 -0.0620 0.0934 -0.0450
H -5.4204 -1.6735 0.5025 -0.9326 -0.1735 0.3049
H 1.2277 -1.3516 1.2528 0.0448 0.3074 0.2096
H 4.4973 -0.0894 2.2443 0.0488 0.1134 0.0289
H 4.3843 0.6984 4.3826 0.1230 0.0168 -0.0655
H -2.3865 2.2325 -1.0010 0.1737 0.0199 0.0870
H 0.7799 0.1592 -6.6499 -0.0530 0.0346 -0.0598
H -0.8137 0.8127 3.0157 0.1548 0.0313 0.1911
H -0.4387 2.7736 -3.5463 -0.0331 0.0371 -0.1793
H 3.0350 -1.1080 5.3191 -0.2409 -0.0527 -0.0234
H -0.7513 4.6679 0.2686 -0.0119 0.0964 0.0661
H -0.3776 0.0325 4.5393 -0.0274 -0.0485 0.0232
H 3.6929 -2.0696 3.5473 -0.1870 -0.0217 0.0124
H 3.0957 1.3321 -4.5825 -0.1879 -0.1137 0.0884
H 4.6306 -1.6031 1.3699 0.0862 -0.0522 -0.1129
H -5.6453 -0.3547 -1.9744 -0.2652 -0.1816 -0.0005
H 1.3276 0.9418 -0.1087 -0.1927 -0.0843 0.1395
H -4.4983 -4.2779 1.1179 -0.2485 -0.0070 -0.1146
H 0.9049 -1.5865 -6.4272 0.0205 -0.0345 0.0364
H 3.5574 1.2787 5.8179 0.0880 0.0906 0.0906
H -0.7811 -2.7554 2.5846 0.2257 0.1715 -0.0031
H 3.3522 -0.4639 0.9585 -0.1023 0.0913 -0.1248